Density functional theory data (ωB97M-V with the def2-TZVPD basis set) for C42H59BClCrN2O4P2SSb as an isolated structure at a distorted geometry.

CARTESIAN COORDINATES (ANGSTROEM)
Cr  -0.899  0.095  0.094
C  1.553  -1.916  2.552
C  0.226  -1.928  3.315
C  -0.435  -3.288  3.114
C  0.536  -1.714  4.797
P  -0.826  -0.571  2.498
C  -0.099  0.979  3.273
N  -0.522  2.045  2.412
B  -0.947  1.841  1.077
N  -1.506  3.066  0.648
C  -2.187  3.274  -0.601
P  -2.146  1.639  -1.536
C  -4.014  1.308  -1.821
C  -4.566  1.023  -0.418
C  -4.203  0.036  -2.654
C  -4.792  2.459  -2.462
C  -1.311  2.197  -3.151
C  0.159  2.387  -2.757
C  -1.853  3.495  -3.756
C  -1.395  1.075  -4.187
C  -1.396  3.989  1.672
C  -1.803  5.308  1.760
C  -1.559  5.985  2.944
C  -0.921  5.366  4.011
C  -0.514  4.044  3.941
C  -0.766  3.352  2.768
C  -2.594  -0.590  3.227
C  -3.414  -1.631  2.459
C  -3.192  0.796  2.975
C  -2.692  -0.884  4.723
H  2.309  -2.473  3.103
H  1.917  -0.899  2.410
H  1.427  -2.386  1.579
H  0.272  -4.075  3.371
H  -0.729  -3.419  2.074
H  -1.306  -3.410  3.751
H  1.113  -2.568  5.149
H  -0.356  -1.656  5.408
H  1.139  -0.825  4.959
H  0.996  0.904  3.294
H  -0.456  1.128  4.298
H  -1.698  4.061  -1.183
H  -3.225  3.582  -0.422
H  -4.030  0.182  0.028
H  -5.618  0.745  -0.489
H  -4.497  1.888  0.241
H  -3.521  -0.752  -2.341
H  -4.064  0.217  -3.714
H  -5.214  -0.343  -2.515
H  -4.539  3.425  -2.032
H  -5.859  2.300  -2.309
H  -4.626  2.499  -3.535
H  0.265  3.036  -1.887
H  0.715  2.837  -3.578
H  0.609  1.422  -2.525
H  -1.714  4.347  -3.096
H  -2.905  3.416  -4.009
H  -1.308  3.711  -4.676
H  -1.191  0.107  -3.733
H  -0.652  1.245  -4.966
H  -2.370  1.042  -4.666
H  -2.289  5.798  0.932
H  -1.868  7.013  3.044
H  -0.741  5.925  4.915
H  -0.010  3.574  4.773
H  -3.276  -1.532  1.383
H  -4.472  -1.498  2.677
H  -3.141  -2.643  2.748
H  -3.061  1.087  1.934
H  -2.729  1.548  3.608
H  -4.257  0.785  3.201
H  -2.426  -1.914  4.951
H  -3.725  -0.736  5.039
H  -2.068  -0.211  5.307
O  -1.380  -3.230  -1.746
Cl  -1.030  -2.055  -1.084
O  -2.199  -1.461  -0.515
O  -0.101  -2.326  -0.038
O  -0.424  -1.129  -1.984
S  1.362  0.579  0.049
Sb  2.482  -1.233  -1.090
C  2.174  -2.987  -2.369
C  1.636  -4.139  -1.822
C  1.618  -5.308  -2.568
C  2.152  -5.329  -3.845
C  2.690  -4.173  -4.381
C  2.701  -2.997  -3.648
C  3.791  0.024  -2.244
C  4.978  0.453  -1.675
C  5.854  1.239  -2.405
C  5.549  1.586  -3.711
C  4.348  1.180  -4.270
C  3.462  0.410  -3.535
C  3.940  -2.160  0.230
C  4.451  -3.396  -0.130
C  5.428  -3.997  0.647
C  5.893  -3.368  1.788
C  5.390  -2.126  2.139
C  4.423  -1.515  1.358
H  1.237  -4.138  -0.818
H  1.192  -6.201  -2.136
H  2.159  -6.246  -4.414
H  3.115  -4.183  -5.373
H  3.139  -2.107  -4.073
H  5.222  0.163  -0.664
H  6.776  1.572  -1.951
H  6.240  2.182  -4.287
H  4.110  1.460  -5.285
H  2.514  0.107  -3.969
H  4.099  -3.903  -1.018
H  5.821  -4.959  0.357
H  6.648  -3.838  2.400
H  5.755  -1.634  3.028
H  4.041  -0.538  1.629

energy relative to the best compared isomer or geometry (same formula, charge and spin) = 14.0 kcal/mol
spin multiplicity = 4
<S²> = 3.8363
net charge = +1
HOMO (alpha / beta) = -9.98 / -10.08 eV
E_tot = -4896.5430 a.u.
M = 969.98 g mol⁻¹